(1)
ORCA calculation (ωB97M-V/def2-TZVPD) on a structure of composition C21H21GeReS2SbSe4 in a non-equilibrium geometry.

```
51
Properties=species:S:1:pos:R:3:mulliken_spin:R:1
Re -0.295 -0.422 0.350 0.00
C -0.623 3.832 -1.458 0.00
C -0.708 2.657 -0.532 0.01
S 0.091 1.158 -1.051 0.02
C -1.289 2.641 0.661 0.00
C -1.960 3.798 1.334 0.00
S -1.250 1.099 1.542 0.03
H 0.051 3.640 -2.291 0.00
H -0.265 4.713 -0.923 0.00
H -1.609 4.069 -1.864 0.00
H -1.213 4.491 1.729 0.00
H -2.586 3.473 2.163 0.00
H -2.582 4.348 0.627 0.00
Se 3.943 -6.028 0.550 0.01
Sb 4.616 -3.842 0.884 0.00
Se 1.683 -1.993 -0.263 0.18
Se 1.235 -2.080 1.972 0.40
Se 2.900 -3.089 3.069 0.33
C -3.958 -1.072 1.457 0.00
Ge -2.824 -1.305 -0.104 0.00
C -1.831 -2.960 -0.051 0.00
C -1.330 -3.507 -1.242 -0.01
C -0.602 -4.678 -1.213 0.01
C -0.352 -5.310 0.008 0.00
C -0.862 -4.797 1.191 -0.01
C -1.605 -3.622 1.164 0.02
C -3.563 -0.839 -1.818 -0.01
C -3.130 0.245 -2.536 0.00
C -3.709 0.564 -3.782 0.00
C -4.709 -0.213 -4.286 0.00
C -5.188 -1.341 -3.576 0.00
C -6.231 -2.152 -4.088 0.00
C -6.687 -3.230 -3.390 0.00
C -6.120 -3.555 -2.139 0.00
C -5.112 -2.795 -1.623 0.00
C -4.614 -1.665 -2.321 0.00
H -4.410 -2.034 1.700 0.00
H -4.753 -0.369 1.214 0.00
H -3.410 -0.709 2.323 0.00
H -1.529 -3.013 -2.188 0.00
H -0.235 -5.115 -2.132 0.00
H 0.214 -6.233 0.027 0.00
H -0.700 -5.317 2.127 0.00
H -2.032 -3.233 2.083 0.01
H -2.338 0.874 -2.148 0.00
H -3.355 1.425 -4.332 0.00
H -5.156 0.025 -5.244 0.00
H -6.664 -1.896 -5.047 0.00
H -7.485 -3.839 -3.792 0.00
H -6.488 -4.411 -1.589 0.00
H -4.691 -3.072 -0.660 0.00
```

Results
Spin multiplicity   2
Kohn-Sham gap (alpha / beta)   4.8 / 4.2 eV
Net charge   +2
LUMO (alpha / beta)   -8.16 / -8.70 eV
M   1034.0 g/mol
Max |F|   1.25 eV/A
Highest occupied orbital energy (alpha / beta)   -12.915 / -12.915 eV
ΔE to the lowest compared entry with this formula, charge and spin   57.6 kJ/mol

***

(2)
ORCA calculation (ωB97M-V/def2-TZVPD) on a cluster of 7 separate species, C17H48O7 in total in a non-equilibrium geometry.

```
72
Properties=species:S:1:pos:R:3:lowdin_charge:R:1
C -8.112 26.066 27.699 -0.07
C -7.885 25.431 29.089 -0.47
C -6.536 24.649 29.079 -0.06
O -7.900 26.499 30.033 -0.06
H -7.271 26.665 27.348 0.08
H -9.008 26.655 27.501 0.08
H -8.180 25.256 26.972 0.07
H -8.710 24.788 29.393 0.13
H -6.234 24.287 30.061 0.07
H -5.679 25.220 28.721 0.07
H -6.713 23.825 28.388 0.07
H -7.268 27.026 29.539 0.07
C -14.850 27.962 31.704 -0.07
C -14.477 27.128 32.954 -0.46
C -15.616 26.132 33.260 -0.06
O -13.371 26.321 32.596 -0.07
H -14.795 27.296 30.843 0.08
H -14.224 28.854 31.671 0.07
H -15.830 28.439 31.721 0.07
H -14.146 27.796 33.749 0.13
H -16.072 25.584 32.436 0.08
H -16.499 26.497 33.785 0.07
H -15.311 25.331 33.934 0.07
H -12.661 26.857 32.236 0.09
C -14.294 18.497 34.209 -0.05
C -13.502 17.403 35.044 -0.44
C -13.249 16.118 34.311 -0.08
O -12.167 17.913 35.214 -0.08
H -14.350 19.461 34.714 0.07
H -15.300 18.180 33.931 0.07
H -13.811 18.815 33.285 0.07
H -13.942 17.156 36.010 0.13
H -12.697 16.219 33.377 0.08
H -14.199 15.756 33.918 0.07
H -12.772 15.256 34.778 0.08
H -12.117 18.839 35.464 0.08
C -10.337 21.778 18.756 -0.04
C -9.349 20.536 19.002 -0.49
C -8.163 20.424 18.064 -0.07
O -8.868 20.648 20.284 -0.06
H -10.231 22.048 17.705 0.06
H -10.051 22.701 19.260 0.07
H -11.407 21.614 18.883 0.06
H -9.908 19.601 18.969 0.13
H -7.502 19.627 18.403 0.08
H -7.507 21.281 17.908 0.08
H -8.379 20.119 17.041 0.08
H -9.549 20.589 20.958 0.10
C -8.031 17.737 29.741 -0.10
C -9.033 17.013 28.886 -0.38
O -8.842 17.295 27.557 -0.06
H -8.363 17.634 30.774 0.07
H -8.172 18.807 29.585 0.07
H -7.013 17.360 29.640 0.08
H -10.033 17.379 29.119 0.11
H -8.916 15.963 29.154 0.11
H -8.432 16.556 27.101 0.09
C -15.919 28.210 24.659 -0.07
C -15.531 28.860 23.327 -0.35
O -16.493 29.732 22.815 -0.08
H -16.120 28.959 25.424 0.07
H -15.172 27.507 25.029 0.07
H -16.830 27.644 24.463 0.07
H -15.299 28.125 22.557 0.10
H -14.669 29.525 23.398 0.10
H -16.094 30.376 22.225 0.08
C -13.149 21.569 27.519 -0.14
O -12.019 21.338 26.619 -0.13
H -13.565 20.605 27.813 0.07
H -12.869 22.069 28.446 0.07
H -13.925 22.093 26.962 0.08
H -11.415 20.843 27.177 0.06
```

Results
Kohn-Sham gap   10.2 eV
Net charge   0
SMILES string   CC(C)O.CC(C)O.CC(C)O.CC(C)O.CCO.CCO.CO
LUMO   0.36 eV
M   364.6 g/mol
Max |F|   2.57 eV/A
Highest occupied orbital energy   -9.863 eV
ΔE to the lowest compared entry with this formula, charge and spin   296.5 kJ/mol

***

(3)
ORCA calculation (ωB97M-V/def2-TZVPD) on a structure of composition C24H27BrFeN5.

```
58
Properties=species:S:1:pos:R:3:lowdin_charge:R:1
Fe -0.010 -0.171 0.053 0.31
C 4.546 0.222 -2.973 -0.06
C 5.064 0.151 -1.685 -0.06
C 4.223 0.119 -0.587 -0.01
C 2.847 0.155 -0.793 -0.26
C 2.321 0.219 -2.079 -0.05
C 3.174 0.259 -3.172 -0.06
N 1.909 0.113 0.272 -0.05
N 2.341 0.357 1.423 0.14
C 1.330 0.300 2.387 -0.28
C 1.678 0.488 3.724 -0.01
C 0.678 0.445 4.676 -0.08
C -0.638 0.223 4.274 -0.07
C -0.965 0.041 2.932 -0.10
C 0.015 0.069 1.943 -0.16
H 5.215 0.243 -3.823 0.11
H 6.135 0.118 -1.537 0.11
H 4.612 0.063 0.419 0.11
H 1.246 0.259 -2.226 0.10
H 2.768 0.316 -4.172 0.11
H 2.713 0.660 3.990 0.12
H 0.911 0.584 5.723 0.11
H -1.421 0.193 5.021 0.11
H -2.005 -0.130 2.674 0.08
C 0.851 5.370 0.064 -0.03
C -0.072 4.193 -0.045 -0.22
C -1.456 4.329 -0.041 0.01
C -2.281 3.214 -0.129 -0.05
C -1.651 1.998 -0.219 -0.65
Br -2.561 0.330 -0.294 0.98
N -0.338 1.825 -0.222 -0.03
C 0.441 2.904 -0.137 -0.03
H 0.305 6.306 -0.029 0.08
H 1.615 5.342 -0.713 0.09
H 1.359 5.370 1.029 0.10
H -1.899 5.314 0.032 0.13
H -3.357 3.291 -0.125 0.12
H 1.509 2.723 -0.144 0.13
C 0.630 -2.638 -1.246 -0.13
C 0.688 -4.184 -1.359 -0.14
N 0.147 -4.802 -0.156 -0.16
C -1.238 -4.387 0.014 -0.14
C -1.330 -2.845 0.133 -0.16
N 0.023 -2.237 0.053 -0.22
C 0.850 -2.820 1.147 -0.12
C 0.919 -4.360 1.001 -0.13
H 0.021 -2.202 -2.045 0.12
H 1.625 -2.196 -1.301 0.10
H 1.718 -4.517 -1.486 0.12
H 0.119 -4.533 -2.221 0.12
H -1.641 -4.868 0.905 0.12
H -1.815 -4.741 -0.842 0.12
H -1.770 -2.537 1.083 0.12
H -1.932 -2.432 -0.678 0.08
H 0.403 -2.518 2.093 0.12
H 1.838 -2.364 1.085 0.12
H 0.516 -4.848 1.889 0.12
H 1.949 -4.695 0.881 0.12
```

Results
Kohn-Sham gap   7.6 eV
Net charge   +1
LUMO   -3.40 eV
M   521.3 g/mol
Max |F|   0.36 eV/A
Highest occupied orbital energy   -10.961 eV

***

(4)
ORCA calculation (ωB97M-V/def2-TZVPD) on a structure of composition C16H19MnN2O8 in a non-equilibrium geometry.

```
46
Properties=species:S:1:pos:R:3:mulliken_spin:R:1
Mn -0.254 0.712 -0.219 3.28
O 0.133 -3.185 -0.445 0.01
C -0.337 -2.121 -0.195 0.00
O 0.323 -0.975 -0.071 -0.02
C -1.861 -1.943 0.085 0.01
C -2.036 -1.052 1.320 0.00
C -3.480 -1.088 1.820 -0.02
C -4.226 -0.252 0.746 -0.02
C -3.104 0.111 -0.224 0.00
O -1.983 0.299 0.721 -0.15
C -2.638 -1.124 -1.008 0.02
C -1.753 -0.650 -2.203 0.01
O -1.885 -1.091 -3.299 0.01
O -0.904 0.298 -1.824 -0.11
H -2.258 -2.945 0.215 0.00
H -1.274 -1.150 2.089 0.00
H -3.551 -0.630 2.805 0.00
H -3.839 -2.111 1.895 0.00
H -4.660 0.652 1.170 0.00
H -5.019 -0.799 0.243 0.00
H -3.256 1.015 -0.810 -0.01
H -3.457 -1.686 -1.446 0.00
C -1.301 3.552 3.310 0.00
C 0.124 4.036 3.035 0.00
C 0.475 4.092 1.530 0.01
C 1.981 4.431 1.344 0.00
C 2.443 4.394 -0.112 0.00
C -0.327 5.217 0.867 0.00
O -0.281 6.344 1.274 0.00
N -1.104 4.888 -0.238 0.00
C -1.364 3.632 -0.743 0.00
O -2.185 3.402 -1.588 0.01
N -0.602 2.615 -0.158 -0.01
C 0.184 2.779 0.903 -0.05
O 0.635 1.659 1.313 -0.01
H -1.476 3.501 4.383 0.00
H -1.471 2.555 2.896 0.00
H -2.038 4.237 2.885 0.00
H 0.846 3.389 3.534 0.00
H 0.252 5.046 3.421 0.00
H 2.563 3.732 1.945 0.00
H 2.118 5.430 1.755 0.00
H 2.297 3.406 -0.557 0.00
H 3.505 4.625 -0.167 0.00
H 1.914 5.130 -0.719 0.00
H -1.627 5.648 -0.657 0.00
```

Results
Spin multiplicity   4
Kohn-Sham gap (alpha / beta)   5.4 / 7.8 eV
Net charge   +1
LUMO (alpha / beta)   -8.44 / -6.11 eV
M   422.3 g/mol
Max |F|   2.38 eV/A
Highest occupied orbital energy (alpha / beta)   -13.879 / -13.892 eV

***

(5)
ORCA calculation (ωB97M-V/def2-TZVPD) on the molecule C3H4OS in a non-equilibrium geometry.

```
9
Properties=species:S:1:pos:R:3:lowdin_charge:R:1
C -0.015 1.674 0.028 -0.16
C 0.230 0.284 -0.126 -0.82
C -1.120 -0.652 0.073 -0.21
H -0.792 1.970 -0.656 0.08
H -0.369 1.803 1.084 0.12
H 0.830 2.465 0.128 0.12
H -1.030 -1.693 0.777 0.16
O -2.377 -0.432 -0.098 -0.04
S 1.613 -0.558 -0.024 0.75
```

Results
Kohn-Sham gap   8.1 eV
Net charge   0
SMILES string   CC(=S)C=O
LUMO   -1.24 eV
M   88.1 g/mol
Max |F|   6.22 eV/A
Highest occupied orbital energy   -9.302 eV
ΔE to the lowest compared entry with this formula, charge and spin   218.0 kJ/mol

***

(6)
ORCA calculation (ωB97M-V/def2-TZVPD) on the molecule C4H4O2 in a non-equilibrium geometry.

```
10
Properties=species:S:1:pos:R:3:lowdin_charge:R:1
C -1.452 -0.269 -0.003 -0.49
C -0.348 0.915 0.061 -0.08
C 1.021 0.304 -0.183 -0.17
C 1.965 -0.469 -0.020 0.06
H 0.194 -1.290 0.117 0.11
H -0.104 1.529 1.133 0.19
H -0.733 1.753 -0.613 0.13
H 3.059 -1.010 -0.412 0.16
O -0.857 -1.369 0.080 0.10
O -2.745 -0.094 -0.158 -0.01
```

Results
Kohn-Sham gap   10.3 eV
Net charge   0
SMILES string   C#CCC(=O)O
LUMO   0.19 eV
M   84.1 g/mol
Max |F|   6.87 eV/A
Highest occupied orbital energy   -10.109 eV
ΔE to the lowest compared entry with this formula, charge and spin   326.3 kJ/mol